A cluster of 11 separate species, C66H165N11 in total. Source: the Open Molecules 2025 dataset; level of theory: ωB97M-V with the def2-TZVPD basis set.

SMILES ... CCN(CC)CC.CCN(CC)CC.CCN(CC)CC.CCN(CC)CC.CCN(CC)CC.CCN(CC)CC.CCN(CC)CC.CCN(CC)CC.CCN(CC)CC.CCN(CC)CC.CCN(CC)CC
Orbital gap ... 8.09 eV
M ... 1113.12 Da
Relative energy (zero: lowest compared OMol25 entry of this formula, charge and spin) ... 8.740 eV
Largest force on an atom ... 3.389 eV/A

The geometry in ORCA input format:
```
! RIJCOSX wB97M-V def2-TZVPD def2/J DEFGRID3
* xyz 0 1
C -2.7419 4.0245 6.0620
C -1.5677 4.9569 5.7636
N -1.7544 6.3364 6.2570
C -2.9222 7.0320 5.6824
C -3.0373 8.5577 6.0059
C -0.4820 7.1605 6.2567
C -0.0361 7.6183 4.8827
H -3.1683 4.0663 7.0643
H -2.4636 2.9786 5.9326
H -3.5866 4.1317 5.3815
H -0.6591 4.4819 6.1336
H -1.3400 4.8859 4.7000
H -3.0250 6.9757 4.5987
H -3.7344 6.4668 6.1395
H -2.1901 9.1820 5.7219
H -3.9760 8.9410 5.6059
H -3.1339 8.6566 7.0871
H 0.3058 6.5586 6.7097
H -0.6711 7.9622 6.9706
H -0.1470 6.9081 4.0633
H 1.0525 7.5972 4.8322
H -0.4295 8.5967 4.6069
C 3.8730 1.0508 0.9652
C 2.6748 1.0879 0.0579
N 1.4272 0.7622 0.7943
C 1.5656 -0.5954 1.3758
C 0.2799 -1.1893 1.8077
C 0.7933 1.7809 1.5890
C 0.4978 2.9632 0.7714
H 3.7743 1.5862 1.9095
H 4.6461 1.6320 0.4626
H 4.2232 0.0251 1.0801
H 2.5907 2.0481 -0.4512
H 2.8497 0.4247 -0.7892
H 2.0271 -1.3159 0.7004
H 2.1845 -0.5825 2.2729
H -0.2160 -0.6202 2.5940
H -0.4341 -1.2046 0.9842
H 0.4990 -2.1964 2.1625
H 1.4355 2.0242 2.4355
H -0.1459 1.4011 1.9911
H -0.2789 3.5406 1.2728
H 0.2450 2.7156 -0.2596
H 1.2815 3.7128 0.8808
C 2.8262 -3.0112 6.4376
C 4.3139 -3.2281 6.0083
N 4.5745 -4.5667 5.4484
C 4.3481 -5.6916 6.4263
C 5.1924 -5.5812 7.6918
C 5.9466 -4.7598 4.9258
C 5.9263 -4.1175 3.5583
H 2.4923 -1.9844 6.5870
H 2.5012 -3.5384 7.3346
H 2.1542 -3.3437 5.6464
H 4.5131 -2.4629 5.2580
H 4.8871 -2.9802 6.9017
H 3.2791 -5.6671 6.6378
H 4.5018 -6.6782 5.9893
H 4.8592 -6.4247 8.2964
H 6.2795 -5.5602 7.6161
H 4.8873 -4.7016 8.2587
H 6.3418 -5.7636 4.7696
H 6.5987 -4.2185 5.6112
H 6.5325 -3.2116 3.5555
H 4.9310 -3.8878 3.1780
H 6.4341 -4.8330 2.9115
C -0.3298 10.7453 -4.4738
C -0.5891 9.2832 -4.0377
N -1.8200 8.9610 -3.3185
C -2.2305 9.9099 -2.2892
C -1.2719 10.0124 -1.0074
C -1.8400 7.5343 -2.9407
C -1.8129 6.5010 -4.1249
H 0.0324 11.3766 -3.6624
H -1.2951 11.0853 -4.8490
H 0.4174 10.9413 -5.2428
H -0.4620 8.7169 -4.9603
H 0.2425 9.0659 -3.3674
H -3.2775 9.8295 -1.9970
H -2.1940 10.8918 -2.7610
H -1.3401 9.2411 -0.2402
H -1.3167 10.9185 -0.4031
H -0.2215 10.0526 -1.2956
H -0.9195 7.4564 -2.3622
H -2.6085 7.3181 -2.1986
H -2.0209 5.5117 -3.7173
H -2.6379 6.7042 -4.8077
H -0.9486 6.5824 -4.7839
C 1.6819 -9.7156 -1.2499
C 2.8911 -9.0864 -0.6152
N 3.0618 -7.6486 -0.6160
C 2.9825 -7.0872 -2.0003
C 4.2947 -7.4707 -2.7284
C 2.2011 -6.9422 0.3115
C 2.2161 -7.4443 1.7755
H 0.9546 -9.8410 -0.4477
H 1.8292 -10.7896 -1.3635
H 1.3125 -9.2340 -2.1553
H 2.9116 -9.5248 0.3826
H 3.8672 -9.4168 -0.9704
H 2.0758 -7.5194 -2.4237
H 3.0554 -6.0031 -1.9147
H 4.3840 -6.7959 -3.5798
H 5.2772 -7.4666 -2.2564
H 4.3375 -8.4860 -3.1227
H 1.1683 -6.9984 -0.0325
H 2.4661 -5.8855 0.2778
H 3.2661 -7.4035 2.0652
H 1.8032 -8.4399 1.9382
H 1.5123 -6.7962 2.2977
C -8.2019 -1.5931 6.8772
C -7.2216 -0.6117 6.2333
N -7.1465 -0.7507 4.7338
C -6.4272 -1.9296 4.2766
C -5.0848 -2.1871 4.9369
C -8.3613 -0.5276 3.9664
C -9.0562 0.8267 4.3677
H -8.0676 -2.6367 6.5928
H -9.2227 -1.4048 6.5447
H -8.2172 -1.4770 7.9609
H -7.3696 0.4545 6.4047
H -6.2399 -0.7041 6.6979
H -7.0341 -2.7908 4.5559
H -6.2811 -1.9600 3.1969
H -5.2135 -2.6158 5.9307
H -4.4849 -2.8389 4.3017
H -4.4638 -1.2939 4.8687
H -9.0796 -1.3260 4.1528
H -8.1808 -0.5622 2.8920
H -9.5287 0.7165 5.3438
H -9.8124 1.0866 3.6270
H -8.2656 1.5770 4.3710
C 0.5705 -1.2227 -4.9652
C 0.1526 -1.8027 -6.3362
N 0.5121 -3.2078 -6.6601
C 0.0936 -3.4736 -8.0088
C 0.4733 -4.9325 -8.3820
C 0.3470 -4.2477 -5.5839
C -1.0510 -4.5046 -5.1687
H 1.6265 -1.3926 -4.7550
H 0.0318 -1.6578 -4.1235
H 0.2899 -0.1695 -4.9754
H -0.9231 -1.6816 -6.4641
H 0.5774 -1.2414 -7.1684
H -0.9940 -3.4512 -8.0773
H 0.5824 -2.8364 -8.7458
H 1.5583 -5.0336 -8.3558
H -0.1310 -5.7056 -7.9074
H 0.2767 -4.9673 -9.4536
H 1.0573 -3.9229 -4.8237
H 0.9282 -5.1195 -5.8842
H -1.5632 -3.5742 -4.9239
H -1.0621 -5.1082 -4.2611
H -1.5480 -5.0021 -6.0016
C 5.0362 9.9137 1.9513
C 6.0618 9.7107 0.8642
N 6.4463 8.2880 0.7080
C 7.0546 7.6796 1.9402
C 7.8174 6.3929 1.6733
C 5.2895 7.4542 0.2428
C 4.8086 7.6266 -1.1460
H 5.4525 9.8746 2.9580
H 4.3100 9.1049 2.0311
H 4.4487 10.8246 1.8363
H 5.6226 10.0222 -0.0835
H 6.8783 10.3921 1.1032
H 6.4156 7.5964 2.8193
H 7.7939 8.4613 2.1149
H 8.5690 6.3139 2.4587
H 8.3249 6.3214 0.7113
H 7.2342 5.4761 1.7597
H 5.5585 6.4027 0.1421
H 4.3909 7.5217 0.8559
H 3.9095 7.0614 -1.3916
H 4.3972 8.5970 -1.4237
H 5.4759 7.2861 -1.9378
C -8.6005 1.3373 -1.7890
C -7.9916 2.7425 -1.5205
N -6.9495 2.7092 -0.5030
C -6.4634 4.0581 -0.2423
C -5.7233 4.0302 1.1052
C -5.9614 1.6060 -0.4472
C -4.7883 1.6719 -1.4556
H -7.9080 0.7177 -2.3587
H -9.4613 1.4414 -2.4495
H -8.9220 0.8375 -0.8752
H -7.7226 3.0734 -2.5236
H -8.8206 3.2991 -1.0833
H -5.8082 4.4096 -1.0393
H -7.2283 4.8073 -0.0377
H -4.8428 3.3878 1.0973
H -5.3002 5.0236 1.2546
H -6.4293 3.8165 1.9077
H -6.4125 0.6248 -0.5951
H -5.5917 1.5982 0.5781
H -5.0044 1.4743 -2.5055
H -4.0437 0.9054 -1.2410
H -4.1832 2.5634 -1.2907
C 9.6132 -4.9367 -8.6520
C 8.9804 -3.6359 -8.2893
N 7.6818 -3.6561 -7.5340
C 7.3706 -2.3492 -6.8796
C 6.2018 -2.2698 -5.8364
C 6.6797 -4.2552 -8.3267
C 6.0832 -3.2301 -9.3684
H 9.2427 -5.2272 -9.6350
H 9.4167 -5.7408 -7.9428
H 10.6935 -4.8130 -8.7279
H 9.6944 -3.2111 -7.5837
H 8.7350 -2.9970 -9.1377
H 8.2244 -2.2081 -6.2170
H 7.2840 -1.5336 -7.5975
H 6.3482 -1.4167 -5.1740
H 5.1619 -2.2253 -6.1601
H 6.2289 -3.0874 -5.1161
H 5.8574 -4.5108 -7.6585
H 7.0675 -5.1401 -8.8313
H 5.3819 -3.7567 -10.0156
H 6.8651 -2.7897 -9.9872
H 5.5702 -2.4966 -8.7465
C -5.4583 -4.4703 -0.8097
C -5.6591 -5.9789 -0.9617
N -6.0643 -6.8229 0.1816
C -6.5492 -8.1503 -0.3149
C -7.1317 -9.0150 0.7975
C -5.0325 -6.7865 1.2067
C -3.6000 -7.1082 0.8024
H -5.1025 -4.0826 -1.7642
H -4.5796 -4.3877 -0.1699
H -6.2880 -3.8980 -0.3948
H -6.5183 -5.9126 -1.6292
H -4.8510 -6.4301 -1.5374
H -7.4452 -8.0721 -0.9307
H -5.7445 -8.5742 -0.9156
H -7.5809 -9.9410 0.4388
H -6.3929 -9.2373 1.5675
H -7.9822 -8.4686 1.2052
H -5.3913 -7.2351 2.1330
H -5.0268 -5.7453 1.5291
H -3.1121 -6.2100 0.4240
H -3.4328 -7.9118 0.0851
H -2.9354 -7.2842 1.6482
*
```